(1)
Formula: C6H13N
Source: the Open Molecules 2025 dataset
Level of theory: ωB97M-V with the def2-TZVPD basis set

Each line ends with the Mulliken charge.
Positions of all 20 atoms, in Å:
C: 1.24 1.13 -1.55  -1.429
C: 0.90 0.51 -0.21  0.177
N: -0.29 0.91 0.56  -0.474
C: -0.21 0.88 2.01  -0.840
C: -0.28 -0.40 -0.10  1.331
C: -0.17 -1.69 0.68  -1.530
C: -1.25 -0.47 -1.26  -1.595
H: 2.22 1.61 -1.56  0.362
H: 1.25 0.34 -2.31  0.266
H: 0.49 1.87 -1.86  0.349
H: 1.76 0.26 0.41  0.362
H: -1.14 0.41 2.39  0.295
H: 0.64 0.30 2.41  0.284
H: -0.15 1.90 2.40  0.299
H: 0.00 -2.52 -0.01  0.414
H: 0.65 -1.69 1.41  0.348
H: -1.11 -1.89 1.22  0.321
H: -1.37 0.51 -1.72  0.359
H: -2.24 -0.78 -0.89  0.383
H: -0.94 -1.19 -2.02  0.318

Output
Relative energy (zero: lowest compared OMol25 entry of this formula, charge and spin) (kJ/mol): 86.0
Gap between HOMO and LUMO (Ha): 0.361
Structure (SMILES): C[C@H]1N(C)C1(C)C
E_tot (eV): -7921.94174



(2)
Formula: C6H13N
Source: the Open Molecules 2025 dataset
Level of theory: ωB97M-V with the def2-TZVPD basis set

Each line ends with the Mulliken charge.
Positions of all 20 atoms, in Å:
C: -0.81 2.90 0.45  -1.067
C: -0.76 1.39 0.16  -0.409
C: 0.43 0.83 -0.66  -0.720
C: 0.48 -0.66 -0.38  0.845
C: 1.49 -1.13 0.66  -1.412
N: -0.39 -1.39 -0.95  -0.523
C: -0.53 -2.79 -0.61  -0.813
H: -1.60 3.38 -0.15  0.272
H: -1.05 3.10 1.50  0.287
H: 0.13 3.42 0.23  0.327
H: -0.84 0.83 1.10  0.319
H: -1.64 1.09 -0.41  0.275
H: 0.25 0.98 -1.73  0.290
H: 1.38 1.31 -0.40  0.403
H: 2.05 -0.28 1.07  0.347
H: 1.00 -1.64 1.50  0.360
H: 2.20 -1.83 0.23  0.381
H: -0.24 -3.41 -1.47  0.266
H: 0.04 -3.13 0.27  0.290
H: -1.59 -2.99 -0.42  0.282

Output
Relative energy (zero: lowest compared OMol25 entry of this formula, charge and spin) (kJ/mol): 46.4
Gap between HOMO and LUMO (Ha): 0.377
Structure (SMILES): CCC/C(C)=N/C
E_tot (eV): -7922.35215



(3)
Formula: C6H13N
Source: the Open Molecules 2025 dataset
Level of theory: ωB97M-V with the def2-TZVPD basis set

Each line ends with the Mulliken charge.
Positions of all 20 atoms, in Å:
C: -0.15 -0.79 1.86  -0.927
C: -0.77 -0.01 0.98  0.404
C: -0.27 1.38 0.63  -0.774
C: 0.64 1.28 -0.62  -0.399
C: 1.90 0.45 -0.54  -1.177
N: -1.58 -0.55 -0.03  -0.211
C: -1.20 -1.64 -0.89  -0.927
H: -0.54 -1.79 1.98  0.277
H: 0.51 -0.29 2.55  0.301
H: 0.52 1.80 1.26  0.320
H: -1.15 2.00 0.46  0.330
H: 0.07 1.03 -1.52  0.325
H: 0.97 2.29 -0.91  0.388
H: 2.45 0.71 0.37  0.283
H: 2.62 0.72 -1.31  0.400
H: 1.85 -0.64 -0.59  0.277
H: -2.40 -0.05 -0.29  0.246
H: -0.26 -1.57 -1.45  0.234
H: -1.18 -2.59 -0.35  0.278
H: -2.02 -1.74 -1.60  0.350

Output
Relative energy (zero: lowest compared OMol25 entry of this formula, charge and spin) (kJ/mol): 135.1
Gap between HOMO and LUMO (Ha): 0.339
Structure (SMILES): C=C(CCC)NC
E_tot (eV): -7921.43322



(4)
Formula: C6H13N
Source: the Open Molecules 2025 dataset
Level of theory: ωB97M-V with the def2-TZVPD basis set

Each line ends with the Mulliken charge.
Positions of all 20 atoms, in Å:
C: -0.97 -0.03 -3.00  -1.189
C: -0.88 0.50 -1.57  -0.246
C: 0.25 -0.15 -0.79  -0.643
N: 0.37 0.43 0.55  -0.240
C: 1.66 0.26 1.20  -0.527
C: 0.46 -0.47 1.69  0.227
C: -0.25 -0.08 2.96  -1.392
H: -1.19 -1.10 -3.01  0.321
H: -0.03 0.13 -3.53  0.323
H: -1.77 0.47 -3.56  0.347
H: -0.71 1.58 -1.57  0.276
H: -1.83 0.34 -1.04  0.274
H: 1.19 0.00 -1.33  0.320
H: 0.09 -1.24 -0.73  0.259
H: 2.03 1.12 1.74  0.234
H: 2.42 -0.30 0.67  0.319
H: 0.43 -1.53 1.45  0.377
H: 0.23 -0.56 3.83  0.334
H: -0.20 1.01 3.10  0.324
H: -1.30 -0.37 2.95  0.302

Output
Relative energy (zero: lowest compared OMol25 entry of this formula, charge and spin) (kJ/mol): 93.8
Gap between HOMO and LUMO (Ha): 0.376
Structure (SMILES): CCCN1C[C@H]1C
E_tot (eV): -7921.86137



(5)
Formula: C6H13N
Source: the Open Molecules 2025 dataset
Level of theory: ωB97M-V with the def2-TZVPD basis set

Each line ends with the Mulliken charge.
Positions of all 20 atoms, in Å:
C: 2.97 -0.27 -0.03  -1.279
C: 1.48 -0.56 0.10  -0.224
C: 0.62 0.29 -0.83  -0.663
N: -0.78 -0.09 -0.73  -0.300
C: -1.76 0.96 -0.90  -0.588
C: -1.51 0.37 0.44  0.324
C: -2.40 -0.63 1.13  -1.332
H: 3.20 0.78 0.18  0.333
H: 3.33 -0.49 -1.04  0.325
H: 3.55 -0.88 0.67  0.348
H: 1.28 -1.61 -0.10  0.302
H: 1.16 -0.37 1.14  0.273
H: 0.93 0.12 -1.88  0.346
H: 0.78 1.36 -0.62  0.303
H: -2.65 0.70 -1.48  0.250
H: -1.39 1.97 -1.08  0.266
H: -0.96 1.03 1.12  0.401
H: -3.04 -0.15 1.87  0.347
H: -3.04 -1.16 0.41  0.313
H: -1.79 -1.38 1.64  0.255

Output
Relative energy (zero: lowest compared OMol25 entry of this formula, charge and spin) (kJ/mol): 85.1
Gap between HOMO and LUMO (Ha): 0.379
Structure (SMILES): CCCN1C[C@H]1C
E_tot (eV): -7921.95127



(6)
Formula: C6H13N2
Source: the Open Molecules 2025 dataset
Level of theory: ωB97M-V with the def2-TZVPD basis set

Each line ends with the Mulliken charge.
Positions of all 21 atoms, in Å:
C: 0.17 -2.21 -0.11  -1.078
C: 0.53 -0.83 -0.54  -0.239
N: 1.84 -0.36 -0.04  -0.198
C: 1.81 0.86 0.34  -0.188
N: 0.72 1.44 0.53  -0.189
C: -0.50 0.36 -0.01  1.035
C: -1.39 0.15 1.21  -1.542
C: -1.17 1.11 -1.14  -1.508
H: 1.08 -2.85 -0.32  0.328
H: -0.60 -2.53 -0.92  0.300
H: -0.11 -2.01 0.88  0.371
H: 0.56 -0.61 -1.61  0.447
H: 2.68 -0.63 -0.60  0.343
H: 2.68 1.41 0.79  0.377
H: 0.57 2.21 1.17  0.270
H: -1.63 1.14 1.61  0.409
H: -0.92 -0.35 2.08  0.449
H: -2.32 -0.36 0.96  0.378
H: -1.33 2.11 -0.70  0.354
H: -2.00 0.59 -1.55  0.436
H: -0.66 1.36 -2.04  0.444

Output
Relative energy (zero: lowest compared OMol25 entry of this formula, charge and spin) (kJ/mol): 126.6
Gap between HOMO and LUMO (Ha): 0.435
Net charge: +1
Structure (SMILES): C[C@@H]1NC=[NH+]C1(C)C
E_tot (eV): -9405.55519